Formula: C6H9N
Source: the Open Molecules 2025 dataset
Level of theory: ωB97M-V with the def2-TZVPD basis set

As for the structure (SMILES): C1[C@H]2[C@H]3C[C@H]3N[C@@H]12. Its electronic energy is -288.60993 hartree. For the energy above the lowest of the compared OMol25 structures with the same formula, charge and spin, the calculation gives 4.683 eV.

Last column: Löwdin charge in e.
Positions of all 16 atoms, in Å:
C 0.481 1.737 0.591  -0.058
C 0.836 0.790 -0.637  -0.123
C 0.769 -0.803 -0.590  -0.187
C 0.653 -1.661 0.656  -0.108
C -0.626 -1.173 0.006  -0.314
N -1.292 0.060 0.183  -0.038
C -0.657 1.142 -0.216  -0.390
H 0.729 2.804 0.714  0.096
H 0.635 1.211 1.539  0.090
H 1.211 1.037 -1.709  0.138
H 1.211 -1.472 -1.383  0.135
H 0.788 -2.725 0.462  0.092
H 0.546 -1.279 1.774  0.144
H -1.167 -1.963 -0.583  0.141
H -2.388 -0.137 -0.058  0.208
H -1.256 1.914 -0.897  0.176